[1]
2 unconnected molecules or ions with the total composition CH7N at a distorted geometry. Source: the Open Molecules 2025 dataset; level of theory: wB97M-V/def2-TZVPD.

Properties
SMILES: C.N
Strongest force on any atom: 0.0277 Eh/bohr
ΔE to the lowest compared entry with this formula, charge and spin: 0.214 eV
Net charge: 0
Orbital gap: 10.77 eV

Structure (XYZ):
```
9
Properties=species:S:1:pos:R:3:forces:R:3:mulliken_charge:R:1
C 1.720453 3.565816 0.442181 0.18 0.56 -0.84 -0.90
H 2.747574 3.364886 0.139622 -0.01 -0.10 0.09 0.23
H 1.531916 4.622531 0.237515 0.09 0.02 0.39 0.23
H 1.585025 3.327333 1.489304 -0.22 -0.09 0.01 0.22
H 1.050517 3.048969 -0.243656 -0.03 -0.39 0.36 0.23
N -1.664764 -3.614462 -0.424280 1.11 0.42 0.79 -0.59
H -1.320923 -2.735253 -0.071891 -0.10 -0.05 -0.07 0.20
H -1.637926 -3.645508 -1.424382 -0.72 -0.27 0.00 0.20
H -2.407021 -3.973543 0.148683 -0.30 -0.09 -0.72 0.20
```
Positions in Å, forces in eV/Å.

***

[2]
2 unconnected molecules or ions with the total composition CH7N2 at a distorted geometry. Source: the Open Molecules 2025 dataset; level of theory: wB97M-V/def2-TZVPD.

Properties
Strongest force on any atom: 0.1153 Eh/bohr
ΔE to the lowest compared entry with this formula, charge and spin: 0.000 eV
Net charge: +1
Orbital gap (alpha / beta): 6.95 / 8.23 eV
Multiplicity: 3

Structure (XYZ):
```
10
Properties=species:S:1:pos:R:3:forces:R:3:lowdin_spin:R:1
C -0.723866 0.163091 0.568825 1.71 3.72 4.06 0.66
N -1.379920 -0.214206 -0.486003 -2.64 -2.90 -4.44 0.58
N 1.345844 0.118721 -0.031591 2.63 2.02 -3.23 0.61
H -0.622948 -0.527024 1.317105 0.13 -1.34 1.77 0.03
H -0.277686 1.180073 0.731355 -1.18 -0.74 -0.33 0.06
H -1.520193 0.169336 -1.401784 0.51 0.86 -0.15 0.01
H -1.811743 -1.139096 -0.444257 -0.25 0.47 0.18 0.01
H 1.403154 -0.528812 -0.851461 -0.20 1.40 0.35 0.01
H 1.772936 1.125858 -0.081290 -1.20 -2.39 -0.58 0.01
H 1.814422 -0.347938 0.679104 0.49 -1.10 2.37 0.02
```
Positions in Å, forces in eV/Å.

***

[3]
2 unconnected molecules or ions with the total composition CH7N2O at a distorted geometry. Source: the Open Molecules 2025 dataset; level of theory: wB97M-V/def2-TZVPD.

Properties
Strongest force on any atom: 0.0277 Eh/bohr
ΔE to the lowest compared entry with this formula, charge and spin: 1.009 eV
Net charge: -2
Orbital gap (alpha / beta): 3.28 / 8.03 eV
Multiplicity: 2

Structure (XYZ):
```
11
Properties=species:S:1:pos:R:3:forces:R:3:lowdin_spin:R:1
O 1.234089 2.209255 0.084883 0.07 0.05 0.18 0.01
H 1.623468 1.972833 0.937148 0.01 0.07 0.02 0.00
N 0.749874 -0.601223 -0.697230 0.27 -0.56 0.17 0.04
C -0.654730 -0.857106 -0.514786 -0.54 -0.17 0.95 0.52
N -1.261311 -0.249783 0.730836 1.02 0.98 -0.14 0.05
H 1.309505 -1.186276 -0.077529 -0.29 -0.25 -0.10 0.08
H 0.962990 0.356141 -0.410788 0.01 0.78 -0.37 0.00
H -0.882243 -1.933449 -0.455876 0.38 0.00 -0.43 0.18
H -1.210832 -0.440260 -1.354631 -0.14 -0.17 -0.06 0.08
H -1.429939 0.718383 0.456965 -0.54 0.06 -0.32 0.01
H -0.440874 0.011485 1.301009 -0.25 -0.80 0.11 0.01
```
Positions in Å, forces in eV/Å.

***

[4]
2 unconnected molecules or ions with the total composition CH7N2O. Source: the Open Molecules 2025 dataset; level of theory: wB97M-V/def2-TZVPD.

Properties
Strongest force on any atom: 0.0124 Eh/bohr
ΔE to the lowest compared entry with this formula, charge and spin: 0.932 eV
Net charge: 0
Orbital gap (alpha / beta): 9.94 / 6.60 eV
Multiplicity: 2

Structure (XYZ):
```
11
Properties=species:S:1:pos:R:3:forces:R:3:lowdin_spin:R:1
O -0.580601 2.187216 0.570059 -0.19 0.25 -0.44 0.96
H -0.948890 2.644842 -0.221826 0.16 -0.25 0.44 0.02
N 1.261946 -0.211130 -0.615173 0.09 0.25 0.58 0.00
C 0.109797 -1.084441 -0.599769 -0.06 -0.53 -0.28 0.00
N -0.637026 -1.101326 0.672448 0.02 0.27 -0.17 0.02
H 1.801247 -0.371099 0.235400 0.15 -0.34 -0.26 0.00
H 0.978608 0.756775 -0.492171 -0.22 0.01 -0.26 0.00
H 0.452102 -2.102012 -0.838692 0.03 0.19 0.28 0.00
H -0.557094 -0.830762 -1.424673 0.06 0.30 -0.14 0.00
H -1.632367 -1.079436 0.471864 0.06 -0.10 0.19 0.00
H -0.428696 -0.236958 1.163346 -0.10 -0.05 0.06 0.00
```
Positions in Å, forces in eV/Å.

***

[5]
2 unconnected molecules or ions with the total composition CH7N2O2P at a distorted geometry. Source: the Open Molecules 2025 dataset; level of theory: wB97M-V/def2-TZVPD.

Properties
SMILES: NP(O)O.C=N
Strongest force on any atom: 0.0561 Eh/bohr
ΔE to the lowest compared entry with this formula, charge and spin: 1.636 eV
Net charge: 0
Orbital gap: 9.70 eV

Structure (XYZ):
```
13
Properties=species:S:1:pos:R:3:forces:R:3:mulliken_charge:R:1
N 1.989544 -0.719299 -1.461261 0.94 0.60 0.27 -0.63
P 0.888328 0.105685 -0.429779 0.19 1.54 -1.01 0.45
O 1.828598 0.999698 0.675051 -0.02 1.45 -1.43 -0.53
O 0.558973 -1.208366 0.412239 -1.19 -1.35 1.53 -0.47
H 2.592380 -1.226262 -0.834601 0.23 -0.92 0.32 0.26
H 2.694252 -0.198175 -2.011574 -1.15 0.21 0.25 0.27
H 1.948035 1.958186 0.307292 -0.48 -2.68 0.96 0.32
H -0.349354 -1.427365 0.788281 1.79 1.12 -0.88 0.37
C -2.233353 0.349310 -0.041179 -0.61 -0.66 -0.30 -0.56
N -2.444596 0.598017 1.183157 0.06 0.58 -0.02 -0.43
H -1.834304 0.978827 -0.909329 -0.69 -0.63 1.48 0.33
H -2.557832 -0.701301 -0.218713 0.61 0.59 -0.91 0.39
H -2.278820 1.555367 1.488282 0.33 0.15 -0.27 0.23
```
Positions in Å, forces in eV/Å.

***

[6]
2 unconnected molecules or ions with the total composition CH7N2O2Si at a distorted geometry. Source: the Open Molecules 2025 dataset; level of theory: wB97M-V/def2-TZVPD.

Properties
Strongest force on any atom: 0.1240 Eh/bohr
ΔE to the lowest compared entry with this formula, charge and spin: 4.565 eV
Net charge: +1
Orbital gap: 8.73 eV

Structure (XYZ):
```
13
Properties=species:S:1:pos:R:3:forces:R:3:mulliken_charge:R:1
C -0.815863 0.231155 0.674681 2.65 -2.99 -0.46 -0.08
N 0.834931 -0.566879 -0.155679 -5.45 -2.83 1.71 0.13
N -1.687205 0.202497 -0.259594 -0.27 0.97 1.30 0.16
O 0.745139 -1.899142 0.070579 -0.77 0.65 -1.34 -0.38
O -3.023367 0.467152 0.000978 0.69 -0.06 1.10 -0.36
Si 2.016567 0.604706 -0.166471 0.43 3.04 -1.04 0.18
H -0.857217 0.088355 1.816189 -0.65 0.85 -1.94 0.36
H -1.304762 0.143058 -1.199410 -0.41 -0.06 -0.51 0.35
H 1.192482 -2.293909 0.814538 0.83 0.50 1.16 0.37
H -3.662647 0.452667 -0.732119 0.92 -0.30 -0.72 0.38
H 3.150531 -0.010379 -0.795870 0.57 -0.28 -0.32 -0.04
H 1.042826 1.329531 -1.178190 1.54 0.41 1.11 -0.03
H 2.368588 1.251185 1.110372 -0.06 0.09 -0.06 -0.04
```
Positions in Å, forces in eV/Å.

***

[7]
2 unconnected molecules or ions with the total composition CH7N2O3P at a distorted geometry. Source: the Open Molecules 2025 dataset; level of theory: wB97M-V/def2-TZVPD.

Properties
SMILES: N[P@]([NH3+])(=O)[O-].C=O
Strongest force on any atom: 0.0809 Eh/bohr
ΔE to the lowest compared entry with this formula, charge and spin: 1.050 eV
Net charge: 0
Orbital gap: 10.77 eV

Structure (XYZ):
```
14
Properties=species:S:1:pos:R:3:forces:R:3:mulliken_charge:R:1
N -0.840539 0.360808 1.566514 -0.08 -0.88 4.06 -0.58
P -1.226058 -0.329831 0.149882 0.93 -2.15 -0.86 0.89
N -0.357629 1.167982 -0.953433 -0.04 -2.28 1.93 -0.54
O -2.643568 -0.229512 -0.175590 -0.46 0.57 -0.39 -0.65
O -0.343659 -1.498714 -0.072869 -0.28 0.01 -0.63 -0.67
H 0.031838 -0.137675 1.999165 -2.22 1.34 -1.03 0.32
H -1.705716 0.205574 2.220700 2.26 0.69 -1.42 0.30
H -1.209340 1.590496 -0.754917 -1.22 2.19 0.14 0.29
H 0.469494 1.180751 -0.351961 0.20 0.68 -0.31 0.43
H -0.275712 0.834788 -1.866169 0.33 -0.36 -1.61 0.27
C 1.971621 -0.807678 -0.426633 1.28 0.07 -0.11 -0.01
O 1.842991 0.174952 0.261441 0.13 0.22 0.11 -0.55
H 1.565074 -0.941305 -1.423615 -0.55 0.18 -0.26 0.19
H 2.721200 -1.570637 -0.172521 -0.26 -0.28 0.37 0.28
```
Positions in Å, forces in eV/Å.

***

[8]
A molecular structure, CH7N2P3 at a distorted geometry. Source: the Open Molecules 2025 dataset; level of theory: wB97M-V/def2-TZVPD.

Properties
Strongest force on any atom: 0.0680 Eh/bohr
ΔE to the lowest compared entry with this formula, charge and spin: 1.639 eV
Net charge: 0
Orbital gap: 6.84 eV

Structure (XYZ):
```
13
Properties=species:S:1:pos:R:3:forces:R:3:mulliken_charge:R:1
C -2.619218 0.816558 0.134246 0.97 2.90 -1.69 -0.82
N -0.617063 -0.818550 -0.140257 0.31 0.47 0.18 -0.23
N 2.544273 1.223106 0.783235 1.26 -1.44 0.10 -0.56
P 0.927182 -1.473488 -0.200453 -0.70 -1.86 -2.04 0.10
P 2.441998 0.346985 -0.529750 0.51 0.68 0.15 0.01
P -0.935432 0.656742 -0.580202 -0.40 -0.42 0.27 0.16
H -2.985444 -0.127819 0.378943 -0.91 -1.38 0.33 0.31
H -3.196274 1.439652 -0.635415 0.32 -0.96 1.36 0.30
H -2.410870 1.433984 1.025964 -0.48 -0.11 -0.17 0.27
H 1.826496 1.863932 0.749433 -1.92 2.30 0.12 0.22
H 0.794478 -2.318576 -1.454634 0.41 1.04 1.34 0.10
H 3.497970 -0.485369 -0.182278 0.55 -0.86 -0.42 0.04
H 0.731908 -2.557163 0.651172 0.07 -0.36 0.48 0.10
```
Positions in Å, forces in eV/Å.

***

Copy entry 5 word for word.
2 unconnected molecules or ions with the total composition CH7N2O2P at a distorted geometry. Source: the Open Molecules 2025 dataset; level of theory: wB97M-V/def2-TZVPD.

Properties
SMILES: NP(O)O.C=N
Strongest force on any atom: 0.0561 Eh/bohr
ΔE to the lowest compared entry with this formula, charge and spin: 1.636 eV
Net charge: 0
Orbital gap: 9.70 eV

Structure (XYZ):
```
13
Properties=species:S:1:pos:R:3:forces:R:3:mulliken_charge:R:1
N 1.989544 -0.719299 -1.461261 0.94 0.60 0.27 -0.63
P 0.888328 0.105685 -0.429779 0.19 1.54 -1.01 0.45
O 1.828598 0.999698 0.675051 -0.02 1.45 -1.43 -0.53
O 0.558973 -1.208366 0.412239 -1.19 -1.35 1.53 -0.47
H 2.592380 -1.226262 -0.834601 0.23 -0.92 0.32 0.26
H 2.694252 -0.198175 -2.011574 -1.15 0.21 0.25 0.27
H 1.948035 1.958186 0.307292 -0.48 -2.68 0.96 0.32
H -0.349354 -1.427365 0.788281 1.79 1.12 -0.88 0.37
C -2.233353 0.349310 -0.041179 -0.61 -0.66 -0.30 -0.56
N -2.444596 0.598017 1.183157 0.06 0.58 -0.02 -0.43
H -1.834304 0.978827 -0.909329 -0.69 -0.63 1.48 0.33
H -2.557832 -0.701301 -0.218713 0.61 0.59 -0.91 0.39
H -2.278820 1.555367 1.488282 0.33 0.15 -0.27 0.23
```
Positions in Å, forces in eV/Å.

***

Q: Which formula does entry 1 have?
A: CH7N